i) Computed, not measured: CH8N3 as an isolated structure, with ωB97M-V with the def2-TZVPD basis set.

Calculated values
HOMO-LUMO gap: 10.7 eV
HOMO energy: -0.516 Ha
molar mass: 62.096 g mol⁻¹

```
! RIJCOSX wB97M-V def2-TZVPD def2/J DEFGRID3
* xyz 1 1
C -0.85 -0.18 -0.08
N -1.66 -1.23 -0.14
N -1.38 0.94 0.37
N 2.29 0.20 0.00
H 0.96 0.11 0.13
H -1.32 -2.05 -0.60
H -2.71 -1.16 -0.23
H -2.46 1.05 0.38
H -0.80 1.74 0.48
H 2.82 1.02 0.38
H 2.85 -0.69 0.37
H 2.27 0.24 -1.07
*
```

ii) Computed, not measured: a 2-piece molecular cluster, CH8N3 overall, with ωB97M-V with the def2-TZVPD basis set.

Calculated values
HOMO-LUMO gap: 10.9 eV
HOMO energy: -0.561 Ha
molar mass: 62.096 g mol⁻¹

```
! RIJCOSX wB97M-V def2-TZVPD def2/J DEFGRID3
* xyz 1 1
N 0.53 1.78 1.37
H 0.52 2.76 1.13
H -0.21 0.58 0.36
H 1.52 1.59 1.18
H 0.40 1.79 2.40
N 0.73 -1.37 -0.69
C -0.54 -0.98 -0.88
N -1.04 0.09 -0.18
H 1.25 -1.68 0.21
H 1.32 -1.63 -1.61
H -1.12 -1.43 -1.72
H -1.95 0.39 -0.18
*
```

Most stable structure, least stable structure: ii), i).